Computed, not measured: C22H33AuCl3N6O4SSi2 as an isolated structure at a distorted geometry, with the ωB97M-V functional and the def2-TZVPD basis.

Atoms and positions in Å:
Au1 -0.086 -0.079 0.369
N1 2.479 0.164 2.565
C1 2.965 0.438 1.285
C2 4.353 0.622 1.177
C3 4.892 0.982 -0.034
C4 4.046 1.166 -1.127
C5 2.704 0.941 -0.943
N2 2.173 0.558 0.228
C6 1.237 -0.015 3.181
C7 1.205 0.228 4.561
C8 0.052 -0.009 5.270
C9 -1.061 -0.505 4.594
C10 -0.958 -0.705 3.243
N3 0.158 -0.456 2.532
H1 3.204 0.281 3.255
H2 4.983 0.489 2.048
H3 5.959 1.136 -0.131
H4 4.423 1.471 -2.092
H5 1.989 1.071 -1.747
H6 2.091 0.602 5.057
H7 0.018 0.182 6.333
H8 -1.984 -0.736 5.103
H9 -1.803 -1.075 2.676
C11 -0.431 0.041 -1.852
Si1 -1.237 2.592 -2.795
C12 -0.516 1.764 -4.352
C13 -1.371 4.438 -2.650
C14 -1.088 2.051 0.514
H10 -2.756 1.749 -1.380
H11 -1.268 1.526 -0.442
H12 -2.173 0.435 -2.726
H13 -1.365 1.202 -4.770
H14 0.020 0.956 -3.854
H15 0.080 2.276 -5.096
H16 -2.000 4.753 -3.488
H17 -0.376 4.871 -2.783
H18 -1.814 4.772 -1.716
H19 -2.098 2.264 0.849
H20 -0.518 2.891 0.111
C15 6.033 -7.128 -0.253
C16 4.886 -6.172 0.059
S1 3.505 -7.137 0.648
O1 3.891 -7.776 1.874
O2 2.997 -7.917 -0.451
C17 2.249 -5.913 1.054
C18 1.326 -5.690 -0.140
N4 0.468 -4.520 0.067
C19 0.805 -3.250 -0.242
N5 -0.155 -2.405 0.103
C20 -1.160 -3.145 0.649
C21 -0.783 -4.449 0.649
N6 -1.521 -5.549 1.205
O3 -1.068 -6.671 1.076
O4 -2.544 -5.258 1.784
C22 2.063 -2.854 -0.926
H21 6.892 -6.580 -0.633
H22 5.723 -7.858 -1.000
H23 6.326 -7.666 0.646
H24 4.545 -5.642 -0.832
H25 5.143 -5.476 0.857
H26 2.777 -5.005 1.350
H27 1.714 -6.331 1.907
H28 0.708 -6.565 -0.286
H29 1.901 -5.530 -1.049
H30 -2.104 -2.724 0.950
H31 2.266 -3.502 -1.778
H32 2.921 -2.901 -0.251
H33 1.956 -1.833 -1.286
Cl1 -1.694 0.926 -1.638
Si2 -2.971 -0.335 -0.640
Cl2 -3.519 -1.979 -1.772
Cl3 -4.228 -0.194 1.031

Its molecular weight is 837.11 g mol⁻¹. The calculation puts the largest force on an atom at 7.349 eV/A. The value obtained for the orbital gap (spin up / spin down) is 5.6 / 5.6 eV. The value obtained for the energy is -3980.0521 Eh. As for the total charge: +1.

Atom charges from the Mulliken analysis, given in e for atoms 1 to 4: 2.375, -0.030, 0.663, -0.849